Record 1
The following is a quantum chemistry calculation of a structure of composition C29H28BrN10O4PSY, from the Open Molecules 2025 dataset.

Energy above the lowest of the compared OMol25 structures with the same formula, charge and spin ... 29.8 kJ/mol
HOMO level ... -10.08 eV
Charge ... +1
Frontier orbital gap ... 7.730 eV
DFT total energy ... -5322.40215 Ha
Multiplicity ... 1
Lowest unoccupied orbital energy ... -0.0863 hartree

The geometry in XYZ format:
```
75
Properties=species:S:1:pos:R:3:forces:R:3:mulliken_charge:R:1
Y 0.2023 -0.2962 0.1096 -0.171 -0.237 0.008 0.88
C -5.0607 -2.8894 1.0693 -0.026 -0.007 -0.039 -0.93
N -3.6156 -2.7096 1.0891 0.004 0.001 0.040 0.18
C -2.7134 -3.6914 1.3928 0.025 0.025 -0.005 -0.59
C -1.4755 -3.1264 1.2780 0.016 -0.047 -0.020 -0.90
N -1.6129 -1.8235 0.9018 0.067 0.218 -0.134 0.90
C -2.9106 -1.5855 0.7921 -0.056 -0.060 0.025 -0.01
P -3.6868 0.0266 0.4373 0.057 0.008 0.045 -0.41
C -2.6717 1.0488 1.5409 0.025 -0.031 -0.038 -0.38
N -1.3475 1.0958 1.5706 0.021 -0.073 -0.018 0.74
C -1.0137 1.9822 2.5542 -0.003 0.027 -0.002 -0.80
C -2.1534 2.4752 3.1223 0.013 -0.007 0.002 -0.70
N -3.1975 1.8783 2.4753 -0.020 -0.010 -0.026 0.19
C -4.6089 2.0985 2.7579 -0.038 0.005 0.009 -0.81
C -2.8866 0.4704 -1.1367 0.001 0.075 -0.058 0.15
N -1.6206 0.8238 -1.3230 0.034 -0.170 0.094 0.02
C -1.4979 1.1411 -2.6467 0.009 0.033 -0.021 -0.75
C -2.6999 0.9731 -3.2672 0.021 0.027 -0.001 -0.66
N -3.5753 0.5541 -2.3046 -0.013 -0.003 0.056 0.23
C -4.9712 0.2161 -2.5397 -0.016 -0.017 -0.015 -0.92
H -5.3330 -3.6318 1.8145 0.002 0.008 0.011 0.35
H -5.3921 -3.2296 0.0889 0.006 -0.004 0.004 0.30
H -5.5548 -1.9516 1.3071 0.011 0.006 0.007 0.36
H -3.0255 -4.6827 1.6713 0.004 -0.002 0.006 0.51
H -0.5080 -3.5655 1.4557 -0.001 -0.001 -0.002 0.54
H 0.0139 2.2061 2.7792 -0.002 0.005 0.005 0.63
H -2.3092 3.1848 3.9157 0.006 0.001 0.001 0.43
H -4.6905 2.8570 3.5308 0.011 0.002 0.000 0.32
H -5.0764 1.1825 3.1140 0.008 0.002 0.006 0.30
H -5.1272 2.4473 1.8673 0.008 0.004 -0.001 0.33
H -0.5555 1.4473 -3.0674 -0.002 -0.010 -0.008 0.61
H -3.0064 1.1223 -4.2878 0.005 0.001 -0.002 0.53
H -5.3593 0.8504 -3.3322 0.001 0.006 0.004 0.35
H -5.5496 0.3882 -1.6358 0.003 0.007 0.001 0.37
H -5.0682 -0.8273 -2.8379 0.007 0.003 -0.004 0.30
N 5.5410 4.2889 -2.9611 0.001 -0.005 0.002 -0.53
C 4.8896 3.1110 -2.6752 -0.016 -0.039 -0.006 1.07
C 4.0632 3.0116 -1.5472 -0.001 -0.005 0.004 -0.97
C 3.3784 1.8448 -1.2807 0.077 0.035 0.032 -0.28
C 3.4982 0.7636 -2.1469 -0.081 -0.063 0.112 -0.29
C 4.3200 0.8393 -3.2617 -0.045 -0.023 -0.088 -0.56
C 5.0111 2.0043 -3.5240 0.006 0.028 0.005 -0.76
S 2.6051 -0.7048 -1.8315 0.002 -0.047 0.016 1.36
O 2.5696 -0.8742 -0.3627 -0.139 0.070 -0.019 -0.68
O 3.1451 -1.7784 -2.6065 0.029 -0.015 0.030 -0.72
N 1.0588 -0.3923 -2.1348 0.185 0.413 -0.206 0.05
C 0.3111 -1.3674 -2.7516 -0.253 -0.200 0.159 0.11
N -0.6258 -1.8766 -1.9203 0.313 -0.109 0.085 0.33
C -1.3920 -2.8563 -2.3855 -0.103 0.094 -0.037 0.08
C -1.2576 -3.3274 -3.6766 -0.029 -0.024 -0.003 -0.89
C -0.2915 -2.7086 -4.4596 0.020 0.044 0.009 -0.50
N 0.4854 -1.7271 -4.0178 0.024 0.020 -0.021 -0.60
H 5.6631 4.9437 -2.2079 0.006 0.005 -0.008 0.23
H 6.3158 4.2440 -3.6005 0.003 0.007 0.003 0.22
H 3.9757 3.8544 -0.8724 0.009 0.003 -0.004 0.31
H 2.7891 1.7638 -0.3747 -0.015 -0.005 -0.010 0.57
H 4.4156 -0.0187 -3.9136 0.003 0.004 0.005 0.51
H 5.6560 2.0631 -4.3918 0.003 0.009 0.001 0.31
H -2.1219 -3.2681 -1.6939 0.005 -0.020 -0.008 0.29
H -1.8636 -4.1343 -4.0601 -0.011 0.002 0.016 0.42
H -0.1385 -3.0096 -5.4902 0.005 -0.006 0.002 0.44
Br 5.9740 -0.0271 6.6994 -0.007 0.001 -0.008 -0.17
C 4.6735 -0.0544 5.3297 0.003 -0.015 0.012 0.13
C 4.5012 1.0700 4.5367 -0.001 0.015 0.000 -0.73
C 3.5447 1.0459 3.5363 -0.004 0.008 -0.009 -0.18
C 2.7729 -0.0924 3.3337 0.009 -0.006 0.023 0.05
C 2.9629 -1.2139 4.1342 -0.014 0.000 -0.016 -0.29
C 3.9139 -1.1997 5.1390 0.016 0.016 0.007 -0.64
C 1.7536 -0.1189 2.2599 -0.069 -0.010 0.031 1.49
O 1.5431 0.9202 1.5530 0.071 0.027 -0.057 -0.69
O 1.0827 -1.1734 2.0442 -0.024 0.011 0.020 -0.92
H 5.1099 1.9477 4.7016 0.000 0.000 -0.001 0.43
H 3.3941 1.9073 2.8997 0.002 -0.001 0.002 0.44
H 2.3613 -2.0946 3.9578 0.001 -0.002 0.001 0.45
H 4.0705 -2.0650 5.7671 0.001 0.000 0.000 0.43
```
Forces are in eV/Å.

=====

Record 2
The following is a quantum chemistry calculation of a structure of composition C29H28CdN8O2S in a non-equilibrium geometry, from the Open Molecules 2025 dataset.

Energy above the lowest of the compared OMol25 structures with the same formula, charge and spin ... 716.7 kJ/mol
HOMO level (spin up / spin down) ... -4.78 / -6.01 eV
Charge ... 0
Frontier orbital gap (spin up / spin down) ... 4.648 / 5.872 eV
DFT total energy ... -2276.01819 Ha
Multiplicity ... 1
Lowest unoccupied orbital energy (spin up / spin down) ... -0.0050 / -0.0052 hartree

The geometry in XYZ format:
```
69
Properties=species:S:1:pos:R:3:forces:R:3:nbo_charge:R:1
Cd 9.7006 10.7991 10.4620 0.256 0.064 0.662 1.65
O 13.4003 9.6747 10.7151 -0.812 -0.654 -0.466 -0.67
C 13.8970 10.4987 11.5070 1.007 1.369 0.479 0.36
C 12.9332 11.4541 12.2817 0.801 -2.403 1.651 -0.49
C 13.4401 12.3264 13.3668 2.892 0.320 -0.161 -0.29
C 12.6722 13.0985 14.1559 -1.475 1.069 -0.243 -0.21
C 11.3481 13.4869 13.7017 2.019 -0.446 1.922 -0.30
C 10.9140 13.2117 12.4537 -1.432 0.081 -2.109 -0.29
C 9.6989 13.6690 11.8936 0.745 1.739 1.806 0.05
N 9.1473 13.0666 10.9180 -2.560 -2.127 -2.908 -0.70
C 7.7502 13.3919 10.4905 1.971 0.958 1.978 -0.28
C 7.1614 12.3643 9.6070 -1.000 -1.294 -2.656 0.12
N 7.5662 10.9399 9.7966 -0.191 2.393 0.694 -0.68
C 6.7138 9.9773 9.8033 0.388 -0.989 0.487 0.22
C 6.8549 8.6515 10.3574 1.457 -0.907 0.105 -0.28
C 5.7920 7.7479 10.1567 -1.159 -0.236 0.362 -0.13
C 5.8594 6.4346 10.5855 -1.291 0.258 -0.792 -0.31
C 7.0281 5.8768 11.1071 -0.348 -0.051 0.104 -0.14
C 8.0562 6.7120 11.4300 0.018 -0.628 0.121 -0.31
C 8.0223 8.0888 11.0693 1.513 2.003 -0.036 0.45
O 9.0964 8.7976 11.3688 -1.233 -0.210 -0.752 -0.84
H 12.4244 10.6983 12.9310 -0.404 0.092 -0.877 0.24
H 14.5387 12.2916 13.5083 -0.856 -0.140 0.426 0.19
H 13.0333 13.5348 15.0978 0.043 -0.209 -0.576 0.21
H 10.6903 14.0116 14.3705 -0.150 0.241 0.107 0.21
H 9.2880 14.6391 12.2328 -0.061 -0.578 0.469 0.17
H 7.7701 14.3922 9.9948 -0.455 -0.663 0.084 0.23
H 7.1228 13.4560 11.4082 0.161 0.147 -0.482 0.20
H 6.8922 12.0666 7.5841 0.488 0.058 0.383 0.38
H 6.0513 12.4820 9.5033 0.728 -0.237 0.660 0.19
H 5.7622 10.0608 9.3243 -1.057 0.652 -0.211 0.16
H 4.8110 8.1087 9.7429 1.125 -0.280 0.327 0.20
H 4.9442 5.8452 10.5518 0.298 -0.060 -0.321 0.21
H 7.0748 4.7851 11.2510 0.037 0.695 0.268 0.21
H 8.8819 6.2631 11.9880 0.144 0.714 -0.429 0.23
C 10.3552 8.8199 6.5945 0.117 -0.470 -3.329 -0.26
C 9.5556 9.4543 5.6085 -0.208 0.236 1.134 -0.14
C 8.9774 10.6636 6.0490 0.304 -1.362 -0.701 -0.23
C 9.2719 11.2720 7.2696 1.508 -1.134 0.552 0.20
N 10.0849 10.6371 8.1722 -0.564 -0.030 -2.210 -0.54
C 10.6101 9.4662 7.7380 -0.319 0.912 3.583 0.03
C 8.8410 12.6326 7.4687 -1.114 2.347 1.500 -0.14
C 9.4805 13.8186 7.1251 -0.113 -0.157 -0.941 -0.11
C 8.7673 14.9690 6.6933 0.745 0.686 1.591 -0.44
C 7.3986 15.0631 7.1282 1.135 0.980 -1.355 -0.16
C 6.7876 14.0010 7.6292 -1.630 0.319 1.498 -0.20
N 7.4647 12.8143 8.0252 -0.554 -3.464 -0.798 -0.37
H 10.9112 7.9046 6.3855 -0.384 0.137 0.072 0.23
H 9.3629 9.0563 4.5733 0.229 0.362 1.412 0.23
H 8.2615 11.1223 5.4113 -0.250 0.715 -0.512 0.22
H 11.1358 9.0081 8.5637 0.623 -0.447 -0.353 0.22
H 10.5888 13.7939 7.1181 -0.753 -0.003 -0.676 0.22
H 9.3392 15.8333 6.3296 -0.451 -0.353 0.403 0.22
H 6.7334 15.9490 7.0596 0.881 -0.478 -0.433 0.23
H 5.7523 14.0651 7.9863 0.420 -0.243 -0.203 0.20
C 18.5482 8.7105 11.3110 -0.769 -0.638 0.302 -0.66
C 17.4249 9.6451 11.6217 1.346 2.253 -0.345 0.36
N 17.5531 10.9331 11.9368 0.068 -1.941 0.163 -0.28
N 16.2631 11.3757 12.0511 0.540 0.734 0.008 -0.36
C 15.3318 10.4718 11.6768 -0.627 -0.045 0.464 0.24
S 11.7490 12.2228 11.2379 -0.122 0.383 -0.482 0.26
N 16.1321 9.3602 11.4433 -2.606 -1.115 -0.154 -0.19
N 15.5952 8.1312 11.0886 0.729 -1.371 -0.636 -0.67
H 19.3927 9.2460 10.8731 -0.084 -0.116 0.393 0.25
H 18.1536 7.9847 10.5918 0.170 0.153 -0.090 0.24
H 18.8016 8.0999 12.2009 0.239 0.565 -0.411 0.24
H 16.1774 12.3650 12.1361 -0.447 0.311 -0.020 0.42
H 15.6212 7.3958 11.7896 0.135 0.717 0.327 0.37
H 14.6706 8.1808 10.6660 0.197 0.816 0.171 0.43
```
Forces are in eV/Å.

=====

Record 3
The following is a quantum chemistry calculation of a structure of composition C29H28CrF5N7O6S4 in a non-equilibrium geometry, from the Open Molecules 2025 dataset.

Energy above the lowest of the compared OMol25 structures with the same formula, charge and spin ... 50.2 kJ/mol
HOMO level (spin up / spin down) ... -4.98 / -4.99 eV
Charge ... -1
Frontier orbital gap (spin up / spin down) ... 7.406 / 7.413 eV
DFT total energy ... -5093.36255 Ha
Multiplicity ... 2
Lowest unoccupied orbital energy (spin up / spin down) ... 0.0890 / 0.0890 hartree

The geometry in XYZ format:
```
80
Properties=species:S:1:pos:R:3:forces:R:3:mulliken_spin:R:1
Cr 0.2137 -0.8118 0.0235 0.026 -0.551 1.888 1.07
N 3.0967 2.7162 -0.2456 0.501 -0.225 0.055 0.00
C 1.8205 3.1694 -0.2777 -0.345 1.230 -0.044 0.00
N 0.7593 2.4589 -0.2110 0.178 -0.623 -0.172 -0.01
C -0.3761 3.2174 -0.2004 0.247 1.125 -0.048 0.00
C -0.1662 4.5599 -0.2710 0.082 -0.069 -0.037 0.00
S 1.5222 4.9217 -0.3457 -0.067 -0.638 -0.001 0.00
C -1.7017 2.6347 -0.0636 -0.880 0.361 -0.495 0.00
C -2.8175 3.0800 -0.7007 0.106 -0.114 0.119 0.00
S -4.2013 2.1917 -0.1819 0.249 -0.048 0.455 0.00
C -3.1429 1.2770 0.8991 -0.907 0.890 -0.439 0.00
N -1.9146 1.6260 0.8244 0.336 -0.376 0.246 0.00
N -3.6618 0.3951 1.7938 -0.072 -0.422 0.164 0.00
H 3.1885 1.7411 -0.4873 0.074 0.003 -0.139 0.00
H 3.8029 3.3317 -0.6172 -0.055 -0.195 -0.011 0.00
H -0.8820 5.3540 -0.2488 -0.284 0.121 0.052 0.00
H -2.9114 3.8491 -1.4404 0.101 0.093 -0.211 0.00
H -4.5313 -0.0370 1.5204 0.072 -0.031 0.068 0.00
H -2.9906 -0.2486 2.2075 -0.023 0.033 -0.022 0.00
C -0.1285 -1.3540 5.1657 0.102 0.259 -0.125 0.00
C 0.4373 0.0447 4.9272 -0.363 -0.120 0.205 0.00
N 1.6376 -0.0005 4.1198 0.099 -0.058 -0.380 0.00
C 2.8974 -0.2129 4.8032 0.423 0.058 0.035 0.00
C 3.6313 1.1100 5.0259 -0.154 -0.256 -0.041 0.00
C 1.6120 0.0883 2.7769 -0.357 0.206 -0.131 0.02
S 0.1472 0.5749 2.0165 0.109 -0.587 0.102 -0.02
N 2.7913 -0.0532 2.1800 0.825 -0.173 -0.007 0.01
C 2.9969 -0.2433 0.8877 -1.320 -0.143 0.478 0.01
O 2.1274 -0.4406 -0.0094 1.573 0.428 0.030 -0.03
C 4.4329 -0.2606 0.5009 0.467 -0.047 -0.309 0.00
C 4.8165 -0.6896 -0.7694 -0.242 0.072 0.189 0.00
C 6.1513 -0.7008 -1.1288 0.214 -0.007 -0.043 0.00
C 7.1208 -0.2932 -0.2260 0.015 -0.009 -0.077 0.00
C 6.7479 0.1342 1.0390 0.152 0.032 0.004 0.00
C 5.4160 0.1474 1.4030 -0.171 -0.025 -0.113 0.00
H -0.9785 -1.2986 5.8402 -0.127 -0.035 0.138 0.00
H 0.6261 -2.0085 5.5971 0.071 -0.092 0.099 0.00
H -0.4653 -1.7774 4.2240 0.000 -0.059 -0.105 0.00
H 0.6929 0.5252 5.8778 -0.013 0.051 -0.088 0.00
H -0.3065 0.6529 4.4111 0.113 0.011 0.210 0.00
H 3.5138 -0.8768 4.1946 -0.076 0.018 0.179 0.00
H 2.6945 -0.6950 5.7615 -0.061 -0.065 -0.060 0.00
H 3.7233 1.6291 4.0773 0.066 0.076 -0.136 0.00
H 4.6248 0.9291 5.4292 0.129 0.028 0.102 0.00
H 3.0798 1.7483 5.7122 -0.041 0.091 0.106 0.00
H 4.0580 -1.0178 -1.4604 -0.149 -0.007 -0.087 0.00
H 6.4443 -1.0272 -2.1167 -0.025 -0.057 -0.066 0.00
H 8.1656 -0.3119 -0.5051 0.053 0.019 -0.031 0.00
H 7.5060 0.4613 1.7380 0.008 0.002 0.069 0.00
H 5.1114 0.4742 2.3824 -0.060 0.036 0.138 0.00
O -2.8317 -0.2689 -1.2740 -0.200 -0.672 0.147 0.01
C -2.7285 -1.2514 -0.5574 -0.787 0.924 -1.068 0.00
N -1.6490 -1.5583 0.1851 0.142 -0.639 0.708 -0.02
S -1.9940 -2.7478 1.2675 -0.955 -0.460 0.478 0.01
O -2.1094 -2.1680 2.5858 -0.053 0.022 0.103 0.00
O -1.2524 -3.9736 1.1621 -0.130 -0.078 -0.206 0.00
C -3.6375 -3.1139 0.6428 0.667 0.706 -0.636 0.00
C -4.5239 -4.1282 0.9235 -0.037 -0.110 0.295 0.00
C -5.6723 -4.2213 0.1443 0.185 0.005 0.151 0.00
C -5.8954 -3.3251 -0.8929 -0.134 0.035 -0.071 0.00
C -4.9940 -2.3101 -1.1670 0.242 0.062 0.137 0.00
C -3.8502 -2.2208 -0.3877 -0.463 -0.374 0.014 0.00
H -4.3190 -4.8212 1.7253 -0.039 -0.136 0.044 0.00
H -6.3937 -5.0043 0.3316 0.003 -0.062 0.051 0.00
H -6.7835 -3.4346 -1.4987 -0.073 0.023 -0.052 0.00
H -5.1373 -1.6156 -1.9774 -0.043 0.139 -0.138 0.00
F -0.7194 -1.1626 -2.5016 0.073 -0.366 -0.369 0.00
C 0.0168 -0.1613 -1.8889 -0.242 -0.145 -0.866 -0.04
F -0.6337 1.0012 -2.2115 0.245 0.092 0.226 0.00
C 1.2896 -0.1429 -2.7208 1.017 0.014 -0.464 0.00
F 1.0889 -0.0224 -4.0502 -0.378 0.106 -0.070 0.00
F 2.1164 0.8701 -2.3950 -0.113 0.252 0.051 0.00
F 1.9977 -1.2716 -2.5711 -0.096 -0.219 -0.048 0.00
C 1.7207 -4.3726 0.9128 -0.333 0.301 -0.082 0.00
C 1.0155 -3.0668 0.6181 1.017 -1.180 0.591 0.01
O 0.7681 -2.2716 1.5512 -0.080 0.516 -0.079 0.00
O 0.7572 -2.7676 -0.5684 -0.171 1.222 -0.584 -0.01
H 1.4013 -4.7381 1.8826 0.007 -0.051 0.094 0.00
H 2.7929 -4.1784 0.9307 0.069 -0.033 -0.019 0.00
H 1.4845 -5.0901 0.1341 0.065 -0.101 -0.053 0.00
```
Forces are in eV/Å.